{"formula": "C30H44BrCoN6O4S", "method": "ωB97M-V/def2-TZVPD", "mol_weight_da": 723.62, "charge": 1, "homo_energy_ev": [-10.59, -10.59], "de_lowest_kcal_mol": 7.27, "spin_multiplicity": 2, "elements": ["Co", "O", "C", "C", "C", "C", "C", "C", "C", "O", "N", "N", "C", "C", "Br", "C", "C", "C", "C", "C", "C", "C", "H", "H", "H", "H", "H", "H", "H", "H", "H", "H", "H", "H", "H", "H", "O", "H", "H", "N", "C", "N", "C", "C", "O", "C", "C", "H", "H", "H", "H", "H", "H", "H", "H", "C", "C", "C", "C", "N", "C", "S", "N", "C", "C", "C", "C", "H", "H", "H", "H", "H", "H", "H", "H", "H", "H", "H", "H", "H", "H", "H", "H", "H", "H", "H", "H"], "xyz": [[-1.317989, 0.799148, -1.214305], [1.337829, 2.547947, 1.865882], [1.846683, 1.364077, 2.283242], [3.037847, 1.367448, 3.004276], [3.619001, 0.173450, 3.395305], [3.028192, -1.034787, 3.051738], [1.827493, -1.039488, 2.355951], [1.209183, 0.148373, 1.987078], [-0.169941, 0.224881, 1.343734], [-0.225044, 1.192797, 0.377779], [-0.551193, -1.090390, 0.787779], [-1.454987, -1.052455, -0.194661], [-2.154630, -2.079267, -0.494030], [-3.037464, -2.130879, -1.635532], [-2.900628, -0.668403, -2.875136], [-3.877116, -3.124088, -1.941496], [-4.188899, -4.261286, -1.065289], [-4.270774, -5.549893, -1.595617], [-4.595580, -6.621938, -0.782777], [-4.867781, -6.422007, 0.563792], [-4.805430, -5.143585, 1.098583], [-4.463774, -4.070975, 0.291473], [0.637029, 2.317711, 1.204128], [3.487261, 2.324178, 3.238974], [4.533625, 0.185232, 3.973353], [3.497237, -1.969139, 3.331159], [1.381906, -1.993230, 2.098789], [-0.891103, 0.455332, 2.161872], [-0.636936, -1.846831, 1.454844], [-2.069760, -2.993357, 0.092367], [-4.384027, -3.095832, -2.899500], [-4.059007, -5.706564, -2.646410], [-4.640151, -7.618668, -1.201354], [-5.142168, -7.261033, 1.189125], [-5.034842, -4.983138, 2.143884], [-4.445775, -3.067098, 0.697892], [-1.405180, 2.462030, -2.774949], [-1.114921, 2.139977, -3.637310], [-2.296090, 2.816800, -2.883587], [-2.886315, 1.735801, -0.375400], [-3.116679, 2.479644, 0.481248], [-3.375656, 3.284931, 1.467788], [-4.744367, 3.545761, 1.928238], [-4.716358, 3.720495, 3.441093], [-3.787224, 4.715562, 3.816488], [-2.469004, 4.361336, 3.445843], [-2.347941, 4.228509, 1.935163], [-5.386574, 2.711474, 1.651386], [-5.119060, 4.460526, 1.460783], [-4.461277, 2.765236, 3.918156], [-5.692455, 4.045984, 3.795164], [-2.179944, 3.417737, 3.925884], [-1.815420, 5.155608, 3.800109], [-1.362841, 3.852746, 1.661947], [-2.509586, 5.203883, 1.466979], [5.056476, -3.248437, -0.825365], [4.518787, -2.514187, -2.052949], [3.015625, -2.699866, -2.268963], [2.158628, -2.244119, -1.086828], [2.411983, -0.860851, -0.706514], [1.851762, 0.218981, -1.253972], [0.635952, 0.052396, -2.458003], [2.270057, 1.401477, -0.813361], [1.780951, 2.702228, -1.257949], [2.397307, 3.184574, -2.573955], [3.861349, 3.627035, -2.485549], [4.869009, 2.482096, -2.369622], [6.143524, -3.184491, -0.786768], [4.781703, -4.304487, -0.856081], [4.669908, -2.823628, 0.104153], [5.036626, -2.879026, -2.941677], [4.747939, -1.447277, -1.974447], [2.798400, -3.755790, -2.451472], [2.705345, -2.141447, -3.154790], [2.357955, -2.858997, -0.209270], [1.105481, -2.339771, -1.341842], [3.141350, -0.712748, -0.023523], [2.939279, 1.400047, -0.058182], [2.004214, 3.412646, -0.461711], [0.699056, 2.639086, -1.359587], [1.795441, 4.032122, -2.912941], [2.299221, 2.394734, -3.321058], [3.985406, 4.314478, -1.643548], [4.093969, 4.191955, -3.390534], [4.794882, 1.965256, -1.412566], [5.886328, 2.864008, -2.456313], [4.714691, 1.751700, -3.166718]], "atomic_forces_ev_per_a": [[0.498, -0.310, -0.164], [-0.053, 0.130, 0.215], [0.050, -0.250, 0.107], [-0.025, 0.134, -0.116], [-0.005, -0.008, -0.003], [0.090, -0.114, -0.007], [0.000, 0.076, 0.131], [-0.152, 0.128, 0.046], [-0.254, -0.038, 0.234], [-0.382, 0.229, -0.376], [0.411, -0.042, 0.034], [-0.404, 0.025, -0.241], [0.323, -0.009, 0.419], [-0.210, 0.045, -0.382], [0.044, -0.040, 0.105], [0.084, 0.205, -0.062], [-0.037, -0.130, 0.225], [0.053, 0.110, -0.030], [0.008, -0.055, -0.011], [-0.006, 0.000, -0.014], [0.013, -0.056, 0.038], [0.007, 0.037, -0.109], [-0.019, -0.075, -0.049], [0.031, -0.025, 0.021], [0.026, 0.006, -0.046], [-0.028, 0.004, 0.026], [-0.022, 0.032, 0.014], [0.043, -0.027, -0.086], [-0.165, -0.027, 0.007], [-0.017, -0.027, -0.046], [0.022, 0.010, -0.003], [-0.042, -0.017, -0.003], [-0.018, 0.009, -0.005], [0.016, 0.008, 0.012], [0.002, 0.016, -0.006], [-0.036, -0.008, 0.027], [-0.114, -0.144, 0.251], [0.087, 0.066, 0.013], [0.030, 0.004, -0.057], [0.588, 0.093, 0.003], [-0.253, -0.267, -0.061], [0.047, 0.065, 0.099], [-0.158, 0.046, 0.189], [0.054, -0.051, -0.080], [-0.003, 0.018, -0.038], [-0.020, -0.067, -0.074], [0.086, 0.185, 0.125], [0.026, -0.010, -0.041], [0.031, -0.021, -0.046], [-0.006, 0.014, 0.009], [-0.005, -0.016, -0.001], [-0.004, 0.011, 0.007], [0.021, -0.018, 0.004], [-0.016, -0.035, -0.025], [-0.011, -0.038, -0.037], [-0.018, 0.101, -0.140], [-0.076, -0.128, 0.075], [0.101, 0.135, 0.143], [0.035, -0.095, -0.237], [0.070, 0.037, -0.306], [0.327, 0.156, 0.533], [-0.774, 0.084, 0.051], [0.153, -0.094, -0.347], [0.055, 0.061, -0.369], [0.144, 0.027, 0.212], [-0.044, -0.173, -0.049], [-0.057, 0.146, 0.009], [-0.004, -0.017, 0.046], [0.006, -0.010, 0.043], [0.011, -0.040, 0.040], [0.019, 0.062, -0.013], [0.025, 0.001, -0.047], [-0.025, 0.002, -0.021], [-0.046, -0.044, -0.028], [-0.019, 0.041, 0.056], [-0.043, 0.009, 0.083], [-0.036, 0.027, 0.049], [-0.015, 0.014, 0.039], [0.000, -0.058, 0.040], [0.040, 0.020, 0.046], [-0.033, -0.034, -0.009], [-0.070, 0.005, -0.068], [-0.003, 0.049, -0.030], [0.011, 0.051, 0.031], [0.025, -0.045, -0.006], [0.014, -0.040, 0.008], [0.008, -0.031, 0.026]], "mulliken_charge": [0.36, -0.77, -0.05, -0.59, -0.52, -0.87, -0.47, 0.52, 0.30, -0.23, -0.06, 0.02, -0.38, 0.22, -0.10, -0.87, 0.40, -0.45, -0.52, -0.44, -0.61, -0.35, 0.10, 0.51, 0.42, 0.48, 0.21, 0.28, 0.49, 0.61, 0.42, 0.43, 0.39, 0.39, 0.39, 0.55, -0.55, 0.30, 0.30, -0.38, 0.41, 0.22, -0.50, -0.59, -0.38, -0.68, -0.06, 0.39, 0.30, 0.33, 0.35, 0.34, 0.37, 0.04, 0.24, -1.12, -0.24, -0.67, -1.06, 0.42, -0.03, -0.59, 0.19, -0.47, -0.71, -0.62, -0.98, 0.39, 0.28, 0.21, 0.39, 0.08, 0.50, 0.24, 0.62, 0.04, 0.41, 0.41, 0.68, -0.21, 0.43, 0.28, 0.28, 0.37, 0.14, 0.43, 0.25]}